The following is a DFT calculation (ωB97M-V/def2-TZVPD) of a 2-piece molecular cluster, C5H7NO overall in a non-equilibrium geometry.

Results
- HOMO (eV) = -9.411
- energy above the lowest of the compared OMol25 structures with the same formula, charge and spin (kJ/mol) = 460.1
- charge = 0

Each line ends with the Mulliken charge.
Atoms and positions in Å:
C  1.270  -0.271  -2.365  -0.088
C  0.730  -0.442  -3.645  -0.034
N  0.302  -1.221  -2.705  -0.243
H  0.598  -0.255  -4.683  0.336
C  -0.704  -0.425  2.216  -1.255
C  0.165  -0.034  1.025  -0.027
C  -0.209  1.307  0.477  -0.010
O  -0.282  1.587  -0.688  -0.432
H  -1.744  -0.527  1.911  0.343
H  -0.646  0.328  3.002  0.342
H  -0.371  -1.376  2.625  0.326
H  0.111  -0.776  0.228  0.153
H  1.209  0.044  1.341  0.279
H  -0.429  2.061  1.261  0.308